Computed, not measured: a structure of composition C26H47Cl3N3O4RuSi in a non-equilibrium geometry, with the ωB97M-V functional and the def2-TZVPD basis.

Geometry as ORCA input:
```
! RIJCOSX wB97M-V def2-TZVPD def2/J DEFGRID3
* xyz 0 6
H -0.002 -0.837 4.095
C -0.251 2.928 -5.706
H 2.990 2.776 -7.732
C 0.229 3.067 -9.746
H -2.792 -4.508 -2.488
H -0.957 3.425 -5.027
Si -0.183 1.112 -5.225
C -1.093 0.461 1.790
C 2.315 0.790 3.992
C -1.371 -2.708 -3.526
H 2.959 1.501 4.525
C 1.422 1.320 -7.922
H 2.389 -2.517 -10.457
H -1.110 1.666 -2.996
O 1.226 0.322 -5.713
N -1.806 -2.719 -2.145
C -2.461 -3.914 -1.632
H -0.951 1.943 4.016
H -3.861 -0.194 2.481
H 1.935 4.358 -9.362
C 2.385 -0.983 -7.436
C 2.730 -2.518 -9.416
H 1.409 0.191 5.849
Cl 0.184 2.329 -0.554
H 2.600 -1.719 -5.460
H 2.328 -3.422 -8.942
O 2.108 0.228 0.555
H 0.809 -1.689 1.325
H -2.108 -1.679 -0.390
Cl 1.498 -1.343 -3.225
H 2.998 0.820 -6.527
H -0.566 3.145 -6.729
C -1.674 0.168 -5.822
C -1.964 1.574 3.799
H -1.686 -1.783 -4.024
H 0.974 -3.048 3.136
H -3.163 -0.777 4.012
H 1.436 1.363 3.666
C 2.963 -1.961 -6.469
H -0.192 -0.036 -8.388
H 2.780 -0.816 5.375
H -1.339 1.584 -9.911
C 2.203 -0.299 1.673
H 0.735 3.380 -5.545
O -0.920 -0.527 1.082
H -1.967 0.478 -6.834
H 0.630 2.174 -3.310
N 1.523 -1.425 1.996
Ru 1.010 0.637 -1.825
Cl 2.935 1.502 -2.369
H -2.438 1.243 4.730
H 0.150 0.218 -3.356
H 2.664 -2.984 -6.736
C 2.035 2.540 -8.221
H -2.546 2.396 3.355
H 4.067 -1.930 -6.477
H -3.327 -3.623 -1.021
H -2.600 -1.462 2.449
C -1.651 -1.610 -1.385
H 2.577 -2.392 3.526
H -0.628 1.435 1.564
H 0.650 -2.043 5.206
H 3.822 -2.629 -9.445
H 3.823 -0.473 3.071
C -2.940 -0.558 2.964
H -1.796 -3.589 -4.014
H -1.782 -4.517 -1.011
C 2.041 0.407 -6.881
O -1.074 -0.587 -1.751
N -1.868 0.426 2.908
C 0.228 0.961 -8.561
H 1.938 -0.501 -9.458
C 1.540 -2.120 3.276
H -1.489 -0.909 -5.855
C 3.083 0.279 2.767
H -2.534 0.356 -5.169
H -0.224 3.752 -10.465
C 2.301 -1.251 -8.757
C 1.893 -0.292 4.991
C 0.927 -1.325 4.424
C 1.439 3.413 -9.130
H 3.617 1.121 2.326
C -0.132 1.372 -3.367
H -0.270 -2.744 -3.568
C -0.385 1.849 -9.447
*
```

E_HOMO (alpha / beta): -6.8280 / -8.5625 eV
E_tot: -3249.0807 Eh
LUMO level (alpha / beta): 0.431 / -0.781 eV
<S²>: 8.7603
largest force on an atom: 5.3 eV Å⁻¹
gap between HOMO and LUMO (alpha / beta): 7.26 / 7.78 eV